No. 1
55
Properties=species:S:1:pos:R:3 method="wB97M-V/def2-TZVPD" gap_ev=10.3411 homo_ev=-12.672 total_charge=+1
O 0.34969 1.77802 2.42991
C -0.81258 1.80576 2.76758
C -1.92375 2.03705 1.75918
C -1.54401 2.59463 0.42947
C -1.06635 1.44073 -0.55291
N -0.79487 -0.23577 -2.92446
C -1.95979 0.20584 -2.47454
N -2.14266 0.98854 -1.44728
H -1.14213 1.78642 3.81209
H -2.53647 1.12093 1.57433
H -2.69699 2.55400 2.36771
H -2.27088 3.26492 -0.01850
H -0.70213 3.31491 0.57682
H -0.86977 0.57163 0.11309
H -0.18535 1.83630 -1.03450
H 0.04779 -0.03948 -2.41641
H -0.70665 -0.44301 -3.90016
H -2.94702 -0.14381 -2.87055
H -3.09660 1.17976 -1.05770
H 4.66422 0.00352 -0.10690
H 4.35394 1.36074 -0.64522
O 4.69357 0.50575 -0.92903
H 2.74536 -1.12907 -0.15270
H 1.60518 -1.51035 0.69996
O 2.55321 -1.69832 0.67713
H -3.84735 -1.10271 2.49211
H -2.67474 -1.79595 1.71395
O -3.35139 -1.10221 1.67097
H 1.99191 1.32315 -4.61262
H 1.83629 0.89400 -3.08896
O 1.57035 1.51867 -3.76678
H 3.40991 -4.08608 1.74497
H 2.78153 -3.31434 0.55646
O 2.95197 -4.23781 0.90466
H 0.96970 4.54488 -2.73286
H 2.19927 4.18009 -2.06350
O 1.27546 3.88759 -2.09466
H -0.81317 -3.73649 2.30810
H -1.85289 -3.08836 3.31748
O -1.47129 -3.02391 2.43856
H 3.24246 0.05022 -1.54473
H 2.64550 -0.74848 -2.67470
O 2.40070 -0.45706 -1.78716
H -5.29479 -0.78646 -0.75538
H -4.11286 -0.50871 0.21418
O -4.57743 -0.16502 -0.57833
H 1.91152 1.72605 0.76315
H 1.88626 2.46485 -0.66887
O 2.43159 2.01036 -0.01217
H 0.03008 -5.64768 1.03617
H 0.95049 -4.37127 1.38716
O 0.23199 -4.94510 1.65748
H -0.65229 -1.51221 2.46566
H 0.51124 -0.43654 2.81852
O -0.19495 -0.68307 2.21475


No. 2
138
Properties=species:S:1:pos:R:3 method="wB97M-V/def2-TZVPD" gap_ev=9.1275 smiles=CC1(C)CCCC(C)(C)N1O.CC1(C)CCCC(C)(C)N1O.CC1(C)CCCC(C)(C)N1O.CC1(C)CCCC(C)(C)N1O.CC#N.CC#N.CC#N homo_ev=-8.869
C 5.69165 1.38866 5.90927
C 4.25711 1.61080 5.43818
C 4.01681 0.67312 4.23741
C 2.60343 0.48870 3.83931
C 1.86066 -0.16382 4.98429
C 1.96035 0.74041 6.26196
N 3.40281 1.00859 6.51545
O 3.54627 1.84837 7.67352
C 1.00879 1.92289 6.02092
C 1.42937 -0.06363 7.42735
C 3.99906 3.06052 5.06106
H 5.71490 0.40148 6.34803
H 6.12168 2.11214 6.59715
H 6.27267 1.39204 4.98306
H 4.61127 1.07931 3.42498
H 4.44231 -0.30944 4.46865
H 2.54383 -0.19329 2.99080
H 2.06268 1.39111 3.55491
H 2.28853 -1.16004 5.22944
H 0.80511 -0.31055 4.79387
H 0.01993 1.50217 5.97916
H 1.06440 2.68545 6.81105
H 1.16215 2.40673 5.06751
H 1.84960 -1.06669 7.52405
H 1.52424 0.47615 8.37876
H 0.35490 -0.19757 7.25278
H 2.96996 3.29844 4.77605
H 4.61777 3.27515 4.16292
H 4.32784 3.78931 5.81675
H 3.23162 2.73318 7.40784
C 0.96532 -2.75624 2.23506
C -0.34194 -3.47358 2.50312
C -1.41869 -2.73601 1.72662
C -2.71795 -3.51057 1.61565
C -2.52473 -4.90124 1.06027
C -1.47633 -5.67329 1.92246
N -0.28785 -4.82969 1.90075
O 0.78842 -5.57512 2.49828
C -2.06278 -6.14372 3.27369
C -1.12491 -6.90740 1.18429
C -0.51124 -3.37752 4.02889
H 0.80159 -1.76030 2.67486
H 1.26220 -2.69340 1.18970
H 1.80706 -3.24521 2.76120
H -1.52517 -1.74972 2.20115
H -1.04662 -2.55138 0.72776
H -3.40575 -2.86497 1.09917
H -3.09704 -3.55206 2.64659
H -2.14046 -4.92143 0.03599
H -3.49086 -5.39587 1.13009
H -1.24369 -6.38227 3.94913
H -2.64186 -5.37449 3.82208
H -2.73654 -6.99438 3.17313
H -0.45550 -7.60009 1.68683
H -2.07760 -7.41956 1.01155
H -0.67403 -6.59714 0.22354
H -1.51957 -3.56583 4.38227
H -0.33237 -2.30535 4.31182
H 0.11405 -4.02352 4.64513
H 0.73088 -5.56824 3.46304
C 2.76557 2.19970 -6.88640
C 2.45417 2.00940 -5.37876
C 2.50662 0.48477 -5.13821
C 2.51919 0.11312 -3.69336
C 3.56637 0.88590 -2.93834
C 3.50301 2.41447 -3.16169
N 3.54904 2.59817 -4.63856
O 3.44455 4.04213 -4.85982
C 2.35212 3.01008 -2.37405
C 4.82093 2.99448 -2.64438
C 0.98620 2.45524 -5.16185
H 3.79556 1.92254 -7.12883
H 2.52476 3.20313 -7.23237
H 2.12423 1.47640 -7.39934
H 1.65403 0.10589 -5.69334
H 3.37332 0.14184 -5.71098
H 2.66764 -0.96147 -3.57425
H 1.54643 0.26361 -3.25931
H 4.58569 0.60883 -3.22659
H 3.50403 0.77838 -1.83705
H 1.48010 2.38452 -2.39511
H 2.69218 3.01740 -1.33604
H 2.08776 4.02789 -2.70686
H 4.68411 4.04972 -2.43004
H 4.98184 2.50747 -1.66549
H 5.62612 2.77878 -3.35291
H 0.89541 3.51977 -4.93718
H 0.45811 1.81540 -4.43618
H 0.49727 2.29155 -6.12563
H 4.31475 4.30782 -5.17600
C -6.38718 1.15788 -3.28344
C -5.63090 1.23782 -4.61199
C -5.01837 2.63724 -4.68111
C -3.86881 2.84125 -3.75042
C -2.84487 1.75158 -4.03275
C -3.39327 0.32579 -4.06033
N -4.55231 0.31616 -4.96544
O -5.10269 -1.01437 -4.85954
C -2.31266 -0.44133 -4.71705
C -3.50649 -0.12640 -2.57236
C -6.64957 1.12329 -5.76155
H -7.36064 1.63041 -3.55152
H -6.01532 1.68243 -2.39132
H -6.58607 0.14939 -2.94272
H -4.70272 2.81747 -5.70515
H -5.88146 3.27429 -4.48745
H -4.15994 2.82964 -2.70379
H -3.35768 3.80532 -3.88427
H -1.96957 1.73310 -3.38207
H -2.49246 1.92534 -5.05673
H -2.61296 -1.43720 -5.02455
H -1.92037 0.08922 -5.57109
H -1.50905 -0.56654 -3.96638
H -4.02827 -1.07049 -2.46280
H -2.46861 -0.18869 -2.17958
H -4.01626 0.62566 -1.96175
H -6.02994 0.98805 -6.64526
H -7.19692 2.04770 -5.85804
H -7.38154 0.33195 -5.65872
H -5.45342 -1.11505 -5.74455
C -2.18156 4.30530 3.53168
C -2.96339 5.47214 3.54945
N -3.57979 6.42933 3.51651
H -1.80995 4.15160 2.52502
H -2.76817 3.47183 3.88055
H -1.32523 4.47658 4.19368
C 0.99238 -4.72144 -1.61787
C 0.63349 -3.33907 -1.61094
N 0.34199 -2.24025 -1.58405
H 0.88520 -5.05435 -0.58390
H 2.01398 -4.84159 -1.97246
H 0.28698 -5.27829 -2.24051
C 0.27271 0.67435 0.13241
C -0.31889 1.14069 1.35800
N -0.73121 1.39916 2.40525
H 0.13214 -0.38519 0.00357
H 1.33314 0.92148 0.17100
H -0.14229 1.23978 -0.70529


No. 3
11
Properties=species:S:1:pos:R:3 method="wB97M-V/def2-TZVPD" gap_ev=8.6662 homo_ev=-8.132
N 1.58038 -0.54868 0.38730
C 0.24196 -0.21482 0.12797
C -1.07599 -0.85748 0.49817
O -1.75329 0.30819 -0.08951
C -0.50609 0.78333 -0.37414
O -0.41351 1.98153 -0.96286
H 2.13908 0.23058 0.71128
H 2.05139 -1.01588 -0.37845
H 0.42723 2.03026 -1.43610
H -1.37969 -1.75620 -0.04556
H -1.31146 -0.94084 1.56190


No. 4
20
Properties=species:S:1:pos:R:3 method="wB97M-V/def2-TZVPD" gap_ev=8.4262 homo_ev=-12.374 total_charge=+1
C -1.66235 -0.02006 -1.97092
C -0.68682 1.03692 -1.62052
C -1.53467 -1.31128 -1.32722
C 0.86224 -0.45698 2.87814
C 1.52246 -1.03279 3.83716
C 1.32680 1.71114 -0.68154
N -0.66727 -1.54670 -0.40188
N 0.34930 0.66155 -0.91180
O 0.45229 0.16572 1.98574
H -1.47900 -0.13542 -2.98684
H -0.79608 2.14189 -1.95386
H -2.31105 -2.02497 -1.49791
H -2.70960 0.36042 -1.81195
H 1.24097 -0.72257 4.80934
H 1.88367 -1.99729 3.82444
H 2.27775 1.60633 -1.11731
H 0.89458 2.60044 -1.14784
H 1.64617 1.76610 0.44495
H 0.09248 -0.31830 -0.31930
H -0.70187 -2.48415 -0.03089


No. 5
12
Properties=species:S:1:pos:R:3 method="wB97M-V/def2-TZVPD" gap_ev=9.5531 smiles="C#C/C(C=C)=N/O" homo_ev=-9.332
C 0.19132 0.50017 -0.30785
C -0.16329 -0.86076 0.17601
C -1.33216 -1.06584 0.80914
C 1.26618 0.64547 -1.33953
C 2.29393 0.36731 -1.97876
H -0.74574 2.03543 2.25966
H 0.31609 -1.56297 -0.39625
H -2.23869 -0.43797 1.10024
H -1.53040 -2.17009 0.90111
H 2.86133 -0.47599 -2.82919
N -0.04139 1.61962 0.23927
O -0.87720 1.40560 1.36616


No. 6
6
Properties=species:S:1:pos:R:3 method="wB97M-V/def2-TZVPD" gap_ev=9.0998 homo_ev=-9.908
C 0.11823 -0.36807 -0.29005
N -0.62791 0.27939 0.94541
O -1.44488 1.15787 0.67078
Cl -0.35558 0.16000 -1.80529
Br 0.71637 -2.11051 -0.01478
Br 1.59377 0.88131 0.49393


Result set for largest force on an atom: 2.947; 1.982; 0.394; 3.216; 5.129; 3.816 eV/A, one per record in the order listed.